Below is 17 unconnected molecules or ions with the total composition H33O17, with properties calculated with ωB97M-V with the def2-TZVPD basis set.

As for the total charge: -1. The HOMO energy is -6.253 eV. The gap between HOMO and LUMO comes out at 8.1 eV. The molar mass is 305.25 Da.

Geometry as XYZ:
```
50
Properties=species:S:1:pos:R:3:forces:R:3:lowdin_charge:R:1
O -1.625 -3.563 0.710 -0.196 1.777 -4.636 -0.124
H -1.881 -3.453 -0.301 -0.256 -1.351 2.555 0.104
H -1.063 -2.764 0.513 0.243 -0.402 1.956 0.019
O 3.276 3.477 4.139 2.106 1.083 3.434 -0.014
H 2.812 3.275 3.394 -2.020 -1.087 -3.238 -0.027
H 3.428 2.659 4.620 -0.103 -0.029 -0.220 0.039
O -2.335 0.842 -0.181 3.508 2.571 -3.757 -0.001
H -3.201 1.008 -0.366 -3.456 -0.354 0.631 -0.002
H -1.869 0.323 0.392 0.453 -2.509 2.824 0.010
O -0.592 4.898 -1.269 -2.590 -2.398 1.580 -0.008
H 0.112 4.491 -0.794 1.071 -0.214 0.297 0.014
H -0.338 5.588 -1.796 1.511 2.457 -1.843 -0.018
O 4.369 1.356 0.038 0.684 0.160 0.865 -0.023
H 4.152 1.382 -0.869 0.319 0.185 -2.123 0.013
O 1.303 -0.513 6.179 -3.204 -8.237 0.674 0.007
H -1.923 0.142 -3.001 -0.073 -2.581 0.697 -0.003
H 1.074 -0.699 5.269 -0.005 0.310 -0.764 -0.009
O -4.416 0.475 1.086 -4.681 -4.575 -0.097 -0.153
H -5.450 0.111 1.108 3.416 2.265 0.119 0.143
H -4.132 -0.496 0.955 0.508 2.131 0.322 0.077
O 0.492 2.763 -4.482 0.521 2.902 -2.609 -0.028
H 0.162 2.658 -3.631 -0.573 -1.520 1.883 -0.027
H 3.503 1.131 0.333 -1.014 -0.331 1.269 -0.002
O 1.800 -0.871 -3.067 -0.445 -0.681 0.040 -0.160
H 1.562 -1.757 -3.445 0.217 1.346 0.975 0.030
H 1.464 -0.775 -2.104 0.226 -0.378 -0.949 -0.016
O -0.156 2.026 0.658 -4.039 1.238 -1.074 -0.159
H -0.824 1.737 -0.105 2.279 0.591 1.954 0.041
H -0.890 2.598 1.105 2.230 -1.260 -0.628 0.082
O 0.025 -1.437 1.632 -3.320 1.256 1.327 -0.097
H 0.397 -2.265 1.825 1.067 -1.352 -0.327 0.027
H 0.312 -0.940 0.834 1.766 -0.447 -1.687 -0.050
O 1.358 -3.437 -1.700 -0.407 -2.024 -0.620 -0.053
H 1.488 -2.535 -1.508 0.288 2.336 0.573 -0.056
H 1.440 -3.832 -0.836 -0.022 -0.442 0.354 0.024
O 1.168 -0.730 -0.392 0.755 0.925 -0.664 -0.370
H 1.906 -0.112 -0.183 -0.953 -0.747 -0.224 -0.040
H 1.622 0.270 6.238 3.193 8.031 0.327 -0.092
O -3.902 0.871 -3.556 3.199 -4.942 -6.108 0.000
H -2.914 0.776 -3.403 -2.349 1.106 -1.191 0.012
H -4.069 1.342 -2.866 -2.384 4.911 6.751 -0.086
O -1.283 0.810 -2.968 1.883 1.794 -0.019 -0.011
H -0.933 0.830 -2.063 -0.228 -0.403 -0.193 0.049
H 0.888 2.069 -4.978 0.069 -1.327 0.675 0.023
O 1.415 -0.602 3.488 2.367 0.699 3.708 -0.037
H 2.036 -1.330 3.451 -0.017 0.001 -0.391 0.057
H 0.907 -0.571 2.722 -1.724 -0.466 -2.551 -0.052
O -0.651 -6.242 -0.226 0.223 -0.662 2.930 -0.017
H -1.187 -5.473 -0.112 -0.409 1.018 0.330 -0.023
H -0.552 -6.376 -1.120 0.368 -0.372 -3.136 -0.014
```
Forces are in eV/Å.

Below is C3H5NO2 in the gas phase, with properties calculated with ωB97M-V with the def2-TZVPD basis set.

The SMILES is CC(=O)CN=O. The HOMO energy is -9.664 eV. The gap between HOMO and LUMO comes out at 9.3 eV. The molar mass is 87.08 Da.

Geometry as XYZ:
```
11
Properties=species:S:1:pos:R:3:forces:R:3:lowdin_charge:R:1
C -1.077 0.155 0.349 0.257 -0.351 -3.261 -0.028
C 0.099 -0.622 0.828 0.521 -0.246 0.727 -0.430
O 0.198 -1.257 1.865 -0.277 0.908 -1.298 0.084
C 1.308 -0.569 -0.159 -1.746 -3.155 1.947 -0.139
N 0.847 -0.863 -1.476 0.472 -1.033 -1.806 -0.041
O 1.503 -1.674 -2.097 -0.574 0.742 0.810 0.026
H -1.505 -0.540 -0.475 0.253 0.864 1.391 0.118
H -1.826 0.368 1.094 -0.050 0.337 0.076 0.077
H -0.701 0.993 -0.378 -0.914 -1.024 1.901 0.120
H 1.623 0.384 -0.157 1.190 3.672 -0.087 0.091
H 2.027 -1.205 0.310 0.868 -0.715 -0.400 0.121
```
Forces are in eV/Å.

Below is C2H10ClN4PS in the gas phase, with properties calculated with ωB97M-V with the def2-TZVPD basis set.

The SMILES is CN(N)P(=S)(Cl)N(C)N. The HOMO energy is -8.340 eV. The gap between HOMO and LUMO comes out at 7.9 eV. The molar mass is 188.62 Da.

Geometry as XYZ:
```
19
Properties=species:S:1:pos:R:3:forces:R:3:lowdin_charge:R:1
C 0.865 0.933 -1.411 0.252 -0.073 -0.089 -0.113
N 0.084 1.199 -0.218 -0.908 -0.512 -0.155 -0.473
N 0.096 2.566 0.084 0.012 0.541 0.331 0.001
P -1.315 0.251 0.038 -2.169 -0.544 -2.244 0.300
S -3.507 0.172 -1.219 3.520 0.239 1.826 -0.143
Cl -1.671 0.756 1.950 -0.279 0.184 0.579 0.336
N -0.624 -1.276 -0.019 -0.628 0.533 0.196 -0.476
C 0.425 -1.618 0.924 0.224 -0.064 -0.120 -0.128
N -1.442 -2.382 -0.350 -0.101 -0.285 -0.195 0.001
H 0.513 1.516 -2.266 -0.046 -0.010 -0.044 0.084
H 1.896 1.213 -1.195 -0.013 -0.022 -0.062 0.089
H 0.808 -0.127 -1.646 0.049 0.050 -0.081 0.071
H -0.407 3.124 -0.605 -0.179 -0.194 0.019 0.090
H -0.302 2.726 1.004 0.130 -0.050 -0.141 0.037
H 0.995 -2.445 0.505 0.018 0.011 0.015 0.086
H 1.071 -0.753 1.056 0.041 -0.050 0.088 0.069
H 0.023 -1.922 1.895 -0.045 0.017 -0.001 0.074
H -2.114 -2.589 0.391 0.086 0.245 -0.041 0.080
H -1.981 -2.132 -1.177 0.033 -0.016 0.120 0.015
```
Forces are in eV/Å.